The molecule C19H22N2O5S, computed with ωB97M-V/def2-TZVPD.

The geometry in XYZ format:
```
49
Properties=species:S:1:pos:R:3:forces:R:3:lowdin_charge:R:1
C -0.30995 -3.79928 1.26874 0.3 -0.1 -0.2 -0.06
C 0.85904 -4.56231 0.65041 -0.3 -0.1 0.3 -0.25
O 1.31627 -3.97355 -0.54978 0.1 0.1 -0.2 -0.05
C 1.98202 -2.78397 -0.50173 0.1 0.2 -0.1 -0.27
C 2.48334 -2.18189 0.64822 -0.1 -0.3 0.0 -0.01
C 3.12774 -0.96079 0.57214 0.2 -0.1 -0.3 -0.03
C 3.27438 -0.31134 -0.64621 -0.1 -0.9 0.2 -0.33
N 3.84642 0.96634 -0.67155 0.0 0.9 0.4 -0.05
S 3.18840 2.10568 0.38671 -0.1 0.1 -0.5 0.66
O 3.42672 3.37608 -0.22984 -0.1 0.0 -0.2 -0.29
O 3.69002 1.87602 1.70616 -0.2 -0.3 0.0 -0.28
C 1.45064 1.68296 0.33845 0.6 0.3 0.2 -0.29
C 0.87118 1.03879 1.41458 -0.1 0.1 0.1 -0.06
C -0.43240 0.59521 1.31720 0.0 0.1 -0.1 0.00
C -1.15510 0.79196 0.13803 0.4 0.2 -0.1 -0.20
N -2.45755 0.31242 0.08720 -0.1 -0.3 0.5 0.15
C -3.36514 0.37736 -0.91891 -0.3 -0.2 0.3 -0.41
O -3.19818 0.88454 -2.00468 0.0 0.1 -0.3 0.09
C -4.69787 -0.29713 -0.53857 -0.1 0.0 -0.5 -0.24
C -5.87321 0.62822 -0.86472 0.1 0.0 0.1 -0.11
C -6.03068 1.38402 0.45233 0.1 -0.2 0.1 -0.14
C -5.71118 0.29148 1.47057 -0.4 0.3 0.3 -0.18
O -4.76518 -0.57675 0.85276 0.1 -0.2 -0.1 -0.12
C -0.56237 1.45869 -0.93510 0.0 0.0 -0.1 0.02
C 0.74362 1.89759 -0.82869 0.0 0.0 0.1 -0.04
C 2.80639 -0.92822 -1.80262 0.1 0.1 0.2 -0.02
C 2.17610 -2.15190 -1.73028 -0.1 -0.2 0.2 0.01
H -0.65504 -4.31592 2.16009 -0.1 0.0 0.1 0.08
H -0.01086 -2.78815 1.53561 0.0 0.1 0.1 0.06
H -1.12799 -3.73819 0.55517 -0.1 0.0 0.0 0.08
H 1.67941 -4.66885 1.37089 0.0 0.0 -0.1 0.11
H 0.53468 -5.56288 0.35178 0.1 0.1 0.1 0.12
H 2.38582 -2.65202 1.61375 -0.1 -0.1 0.1 0.11
H 3.51682 -0.48964 1.45988 0.0 0.0 0.1 0.11
H 3.95556 1.35966 -1.59448 0.0 0.2 0.0 0.11
H 1.45077 0.90111 2.31276 0.0 -0.1 0.1 0.12
H -0.89885 0.08882 2.15006 0.0 -0.1 0.1 0.12
H -2.80875 -0.15092 0.92189 0.0 0.1 -0.2 0.14
H -4.74651 -1.24422 -1.08954 0.0 0.1 0.1 0.16
H -5.64031 1.26934 -1.71146 0.0 -0.1 0.0 0.12
H -6.76851 0.04693 -1.08480 0.0 0.0 0.0 0.12
H -7.02585 1.79758 0.59218 0.0 0.1 0.0 0.11
H -5.29730 2.18930 0.51428 0.0 0.0 0.0 0.12
H -5.27554 0.67564 2.39621 -0.1 0.0 -0.1 0.12
H -6.60822 -0.29005 1.71737 0.1 0.1 0.0 0.12
H -1.12797 1.61737 -1.83810 0.0 0.0 0.0 0.10
H 1.21982 2.41889 -1.64409 0.0 0.0 -0.2 0.12
H 2.93381 -0.44331 -2.75956 0.0 0.1 -0.1 0.12
H 1.80612 -2.63642 -2.61968 -0.1 -0.1 -0.1 0.12
```
Positions in Å, forces in eV/Å.

Kohn-Sham gap = 8.59 eV
Structure (SMILES) = CCOc1ccc(NS(=O)(=O)c2ccc(NC(=O)[C@@H]3CCCO3)cc2)cc1
E_tot = -1621.11930 a.u.
Maximum force = 1.0 eV/A
Spin multiplicity = 1